No. 1
Here is a molecular structure, C31H19BrF4N11OPtS from the OMol25 dataset. Energies are from ωB97M-V/def2-TZVPD.

Values from the calculation:
LUMO   -12.221 eV
Relative energy (zero: lowest compared OMol25 entry of this formula, charge and spin)   295.9 kJ/mol
HOMO-LUMO gap   3.77 eV

```
! wB97M-V def2-TZVPD RIJCOSX def2/J DEFGRID3
* xyz 3 1
Pt -0.22 -0.43 0.02
Br -0.74 -6.07 -0.86
S 0.08 1.89 -3.82
F -6.16 -0.14 2.40
F -7.88 1.23 1.00
F -2.59 1.84 0.03
F -4.31 3.17 -1.44
O -1.94 -5.43 3.56
N -9.66 2.89 -0.75
N -3.62 -4.50 4.79
N -0.96 -2.00 -1.09
N 0.57 1.08 1.04
N 1.75 0.01 -4.69
N 0.99 0.31 -1.39
N -6.42 4.48 -3.05
N 0.97 -0.22 -2.53
N -1.44 -0.90 1.69
N -4.09 -0.14 4.66
N -1.26 1.42 2.56
C -7.11 2.99 -1.07
C -8.51 2.93 -0.86
C -3.25 -2.52 2.46
C 0.72 2.78 2.81
C 1.04 0.56 -3.71
C -1.64 -1.77 -2.23
C -1.13 -4.35 -1.46
C -6.61 1.40 0.75
C -2.63 -4.49 3.88
C 1.63 3.49 2.10
C -3.89 1.69 0.28
C 1.40 1.83 0.29
C -2.89 -1.37 1.60
C -6.73 3.81 -2.17
C -3.81 -0.04 3.56
C -6.19 2.29 -0.29
C 0.20 1.45 2.38
C -2.08 -2.81 -3.02
C -4.77 2.39 -0.51
C -1.86 0.40 2.19
C -0.93 -2.79 3.15
C 1.99 3.01 0.84
C -1.82 -4.12 -2.64
C -4.31 0.85 1.31
C 1.69 1.46 -1.02
C 2.69 2.15 -1.90
C -0.51 -1.71 2.50
C -2.34 -3.18 3.18
C -3.36 0.05 2.17
C -5.69 0.70 1.50
C -0.70 -3.26 -0.71
H -3.18 -1.54 0.56
H -0.15 -3.40 0.21
H 0.52 -1.40 2.46
H -0.22 -3.41 3.66
H -1.79 -0.74 -2.50
H 1.73 0.45 -5.60
H -3.83 -5.36 5.27
H 2.31 -0.81 -4.55
H 0.63 0.74 3.10
H 3.67 2.17 -1.42
H 2.81 1.65 -2.86
H -4.30 -2.81 2.46
H 2.37 3.17 -2.13
H -2.15 -4.96 -3.24
H -2.62 -2.60 -3.93
H 2.70 3.56 0.24
H 0.36 3.13 3.78
H -4.10 -3.66 5.07
H 2.04 4.42 2.47
*
```

Taken from the natural (NBO) analysis, the atomic charges in e are: Pt 0.859; Br 0.204; S -0.057; F -0.251; F -0.214; F -0.277; F -0.227; O -0.556; N 0.026; N -0.788; N -0.484; N -0.568; N -0.737; N -0.147; N 0.004; N -0.163; N -0.509; N -0.167; N -0.380; C 0.139; C 0.157; C -0.209; C 0.134; C 0.162; C 0.039; C -0.123; C 0.474; C 0.635; C -0.298; C 0.355; C 0.103; C -0.001; C 0.165; C 0.237; C -0.195; C 0.003; C -0.221; C 0.457; C 0.541; C -0.112; C 0.126; C -0.137; C 0.023; C 0.197; C -0.686; C -0.101; C -0.085; C -0.272; C 0.367; C 0.013; H 0.241; H 0.236; H 0.238; H 0.273; H 0.225; H 0.442; H 0.435; H 0.426; H 0.250; H 0.255; H 0.258; H 0.256; H 0.267; H 0.267; H 0.259; H 0.261; H 0.264; H 0.410; H 0.283


No. 2
Here is a molecular structure, C31H20Br2MgN6O3 from the OMol25 dataset. Energies are from ωB97M-V/def2-TZVPD.

Values from the calculation:
LUMO   -0.368 eV
Relative energy (zero: lowest compared OMol25 entry of this formula, charge and spin)   0.0 kJ/mol
HOMO-LUMO gap   7.09 eV

```
! wB97M-V def2-TZVPD RIJCOSX def2/J DEFGRID3
* xyz 0 1
Br -0.76 5.95 3.33
Br -4.36 2.27 1.00
Mg -0.14 0.12 -0.70
O -0.24 -6.79 -2.77
O 1.19 0.25 -2.14
O -1.73 0.97 0.06
N -1.53 -1.10 -1.93
N 0.76 1.71 0.52
N 4.92 -4.82 -2.04
N 5.20 -3.62 -1.93
N -0.78 -3.99 -5.64
N 1.11 -1.55 -0.15
C 1.94 -6.98 -1.71
C 0.06 3.66 1.78
C -1.56 2.05 0.76
C 3.21 -6.44 -1.57
C -2.32 3.96 2.07
C 2.39 3.22 1.38
C -0.22 2.50 1.03
C 1.39 -5.18 -3.22
C 1.02 -6.35 -2.54
C 3.15 -2.60 -0.94
C 4.18 -2.62 -1.91
C 2.16 -0.61 -2.07
C -0.64 -7.99 -2.13
C -3.23 -2.54 -3.58
C 3.23 -0.64 -2.95
C 3.07 -3.49 0.16
C 2.15 -1.61 -1.03
C -1.04 4.38 2.30
C 1.42 4.01 1.94
C -2.86 -1.05 -1.75
C 2.03 -3.39 1.04
C -1.85 -2.58 -3.76
C 3.56 -5.26 -2.20
C -3.73 -1.76 -2.56
C 1.05 -2.41 0.84
C -1.03 -1.84 -2.91
C -2.57 2.81 1.30
C 2.64 -4.64 -3.05
C 4.23 -1.62 -2.84
C -1.25 -3.36 -4.81
C 2.02 2.06 0.68
H 3.84 -4.23 0.30
H 3.29 0.11 -3.72
H 1.68 4.90 2.50
H 0.04 -1.83 -3.03
H 5.06 -1.62 -3.55
H 0.67 -4.73 -3.89
H 2.92 -3.74 -3.58
H -3.20 -0.41 -0.95
H 1.69 -7.89 -1.19
H -0.61 -7.89 -1.04
H 2.77 1.41 0.26
H -0.01 -8.83 -2.44
H -1.66 -8.18 -2.45
H 0.21 -2.32 1.52
H -3.16 4.52 2.46
H 3.95 -6.94 -0.95
H -4.80 -1.69 -2.39
H 1.95 -4.06 1.89
H -3.87 -3.10 -4.24
H 3.44 3.47 1.49
*
```

Taken from the natural (NBO) analysis, the atomic charges in e are: Br 0.051; Br 0.052; Mg 1.784; O -0.490; O -0.897; O -0.932; N -0.540; N -0.542; N -0.116; N -0.113; N -0.283; N -0.588; C -0.305; C -0.041; C 0.406; C -0.185; C -0.214; C -0.266; C 0.069; C -0.207; C 0.303; C -0.099; C 0.005; C 0.335; C -0.253; C -0.121; C -0.306; C -0.117; C 0.135; C -0.137; C -0.131; C 0.076; C -0.260; C -0.154; C 0.007; C -0.252; C 0.062; C 0.087; C -0.204; C -0.215; C -0.176; C 0.259; C 0.080; H 0.230; H 0.226; H 0.232; H 0.231; H 0.227; H 0.226; H 0.234; H 0.252; H 0.221; H 0.175; H 0.207; H 0.180; H 0.202; H 0.199; H 0.241; H 0.226; H 0.236; H 0.226; H 0.236; H 0.228


No. 3
Here is a molecular structure, C31H20BrIrN3O in a non-equilibrium geometry from the OMol25 dataset. Energies are from ωB97M-V/def2-TZVPD.

Values from the calculation:
LUMO   -3.780 eV
HOMO-LUMO gap   6.59 eV

```
! wB97M-V def2-TZVPD RIJCOSX def2/J DEFGRID3
* xyz 1 1
Ir 0.00 0.20 -0.16
Br -1.30 0.47 7.15
O -0.73 1.37 1.26
N -0.05 1.71 -1.47
N 0.13 -1.37 1.10
N 0.62 -1.18 -1.50
C 0.89 -3.75 1.07
C -0.83 1.12 2.52
C 4.11 0.92 0.94
C 4.41 2.00 0.13
C 1.52 -3.30 -3.06
C 2.84 0.34 0.90
C 0.05 3.84 -3.26
C -1.40 1.97 4.72
C -3.45 2.63 -3.69
C 1.26 -2.07 -3.61
C 0.82 -1.03 -2.80
C 2.17 1.96 -0.78
C -0.69 -0.32 4.51
C 1.33 -3.49 -1.68
C 1.37 -4.82 0.32
C 1.09 2.43 -1.61
C 1.13 3.51 -2.51
C -0.11 -1.30 2.38
C -0.53 -0.17 3.11
C 1.90 0.86 0.05
C -2.32 3.38 -3.86
C -3.46 1.57 -2.77
C -1.16 2.03 -2.20
C -1.11 0.72 5.29
C -2.34 1.27 -2.04
C 0.62 -2.52 0.47
C 0.86 -2.39 -0.93
C -1.27 2.16 3.37
C 3.45 2.52 -0.72
C -1.15 3.10 -3.13
C 1.58 -4.71 -1.03
H 0.62 -0.05 -3.21
H 4.86 0.51 1.61
H 1.88 -4.12 -3.67
H -2.35 0.46 -1.33
H 3.70 3.37 -1.35
H -4.34 2.86 -4.26
H 2.63 -0.50 1.54
H 1.40 -1.89 -4.67
H 0.72 -3.88 2.13
H 0.04 -2.20 2.97
H -4.36 0.98 -2.63
H 0.09 4.66 -3.96
H -1.49 3.11 2.91
H -1.73 2.79 5.36
H -2.32 4.21 -4.56
H 2.05 4.08 -2.60
H -0.48 -1.27 4.97
H 1.95 -5.55 -1.60
H 1.58 -5.76 0.82
H 5.39 2.45 0.17
*
```

Taken from the natural (NBO) analysis, the atomic charges in e are: Ir 0.949; Br 0.082; O -0.665; N -0.424; N -0.514; N -0.424; C -0.192; C 0.414; C -0.173; C -0.223; C -0.081; C -0.215; C -0.103; C -0.153; C -0.203; C -0.260; C 0.105; C -0.178; C -0.168; C -0.098; C -0.182; C 0.257; C -0.247; C 0.190; C -0.191; C 0.012; C -0.185; C -0.157; C 0.146; C -0.141; C -0.217; C 0.115; C 0.211; C -0.261; C -0.152; C -0.027; C -0.170; H 0.219; H 0.226; H 0.235; H 0.205; H 0.217; H 0.233; H 0.210; H 0.244; H 0.223; H 0.192; H 0.230; H 0.231; H 0.236; H 0.240; H 0.227; H 0.234; H 0.226; H 0.232; H 0.236; H 0.229


No. 4
Here is a molecular structure, C31H20Cl2MnN6O3S from the OMol25 dataset. Energies are from ωB97M-V/def2-TZVPD.

Values from the calculation:
LUMO (alpha / beta)   3.786 / 4.147 eV
Expectation value of S²   9.11
HOMO-LUMO gap (alpha / beta)   4.46 / 5.89 eV

```
! wB97M-V def2-TZVPD RIJCOSX def2/J DEFGRID3
* xyz -2 6
Mn 0.37 0.45 0.32
Cl -1.38 4.11 -0.82
Cl 0.57 7.78 2.58
S 2.59 -0.31 0.59
O -1.52 0.80 0.39
O 3.06 2.05 1.55
O 0.76 2.39 0.24
N 0.49 0.72 2.34
N 0.33 -7.37 -6.44
N 1.67 0.71 2.96
N 0.41 0.26 -1.64
N 3.94 0.37 2.90
N -0.09 -1.51 0.43
C 0.41 1.34 -2.45
C 0.24 -0.43 -3.78
C 0.66 6.18 1.89
C -0.69 -5.38 -3.74
C -0.20 -2.15 1.62
C 1.60 5.30 2.34
C 0.31 -6.49 -5.68
C -3.75 0.87 1.10
C 0.32 -0.86 -2.44
C -4.68 0.97 2.12
C 0.77 3.58 0.74
C -4.26 1.05 3.45
C -0.55 0.93 3.09
C 1.21 -4.38 -4.83
C 0.21 -3.29 -2.89
C 0.00 -2.48 -0.56
C 1.71 4.00 1.77
C 0.27 -5.43 -4.76
C -0.72 -4.35 -2.83
C -1.94 0.93 2.72
C 1.17 -3.34 -3.93
C -0.25 5.83 0.89
C -0.05 -3.74 0.06
C -0.20 -3.52 1.44
C -2.91 1.03 3.73
C -0.18 4.55 0.36
C 0.31 0.96 -3.77
C 2.78 0.75 2.14
C 0.19 -2.19 -1.94
C 2.72 3.15 2.23
C -2.36 0.86 1.36
H -1.43 -6.18 -3.69
H 2.30 5.58 3.11
H -0.28 -1.61 2.54
H -0.29 -4.27 2.21
H -0.32 1.13 4.14
H -5.74 0.98 1.88
H 4.74 0.31 2.29
H 3.28 3.38 3.13
H 0.11 -1.07 -4.63
H 0.03 -4.69 -0.43
H -4.07 0.81 0.07
H -2.57 1.10 4.76
H -4.99 1.14 4.25
H 3.76 -0.54 3.31
H 0.49 2.34 -2.05
H 1.97 -4.40 -5.60
H -1.49 -4.32 -2.07
H 1.91 -2.55 -3.98
H 0.28 1.62 -4.63
H -1.00 6.53 0.55
*
```

Taken from the natural (NBO) analysis, the atomic charges in e are: Mn 1.390; Cl -0.023; Cl -0.071; S -0.148; O -0.746; O -0.561; O -0.740; N -0.244; N -0.406; N -0.511; N -0.560; N -0.841; N -0.491; C -0.011; C -0.278; C -0.063; C -0.185; C -0.029; C -0.235; C 0.313; C -0.284; C 0.055; C -0.211; C 0.339; C -0.302; C -0.012; C -0.157; C -0.014; C 0.056; C -0.177; C -0.265; C -0.161; C -0.118; C -0.222; C -0.307; C -0.288; C -0.334; C -0.188; C -0.020; C -0.343; C 0.424; C 0.018; C 0.213; C 0.365; H 0.207; H 0.207; H 0.212; H 0.199; H 0.186; H 0.189; H 0.356; H 0.150; H 0.203; H 0.204; H 0.210; H 0.190; H 0.189; H 0.369; H 0.224; H 0.207; H 0.220; H 0.231; H 0.199; H 0.220


No. 5
Here is a molecular structure, C31H20Cl2NO5PPdS from the OMol25 dataset. Energies are from ωB97M-V/def2-TZVPD.

Values from the calculation:
LUMO   4.294 eV
Relative energy (zero: lowest compared OMol25 entry of this formula, charge and spin)   0.0 kJ/mol
HOMO-LUMO gap   6.18 eV

```
! wB97M-V def2-TZVPD RIJCOSX def2/J DEFGRID3
* xyz -2 1
Pd -0.53 0.77 -0.03
Cl -2.06 5.06 3.38
Cl -1.94 7.75 -1.28
S -2.77 -0.38 -1.45
P -0.31 -1.44 0.10
O -1.02 2.77 1.73
O -2.37 -1.56 -0.58
O -4.11 -0.58 -1.97
O -2.69 0.80 -0.51
O -1.74 -0.22 -2.49
N -0.54 2.79 -0.95
C -1.67 6.25 -0.41
C -0.50 3.89 -3.05
C -1.67 -1.82 2.46
C 3.37 2.14 1.04
C 2.04 2.06 0.57
C 1.34 -2.27 -1.99
C 3.42 -0.24 1.37
C -0.93 5.05 -2.48
C -0.32 2.76 -2.24
C -1.00 3.91 -0.35
C -0.45 -4.04 -3.13
C 4.06 1.02 1.43
C 1.37 0.86 0.48
C -0.81 -3.33 -1.99
C 0.09 -2.44 -1.40
C -1.67 -4.59 2.40
C -1.20 5.10 -1.10
C 1.68 -2.96 -3.15
C 1.42 -1.56 0.83
C -2.23 -2.53 3.50
C 4.05 -1.43 1.80
C -1.10 -3.87 1.36
C 3.38 -2.62 1.76
C -2.23 -3.92 3.48
C -1.92 6.19 0.94
C -1.24 3.81 1.10
C -1.72 5.03 1.66
C -1.08 -2.48 1.38
C 2.06 -2.69 1.27
C 0.79 -3.85 -3.72
C 2.08 -0.31 0.89
H 1.54 2.99 0.31
H -1.69 -0.73 2.47
H 2.05 -1.57 -1.57
H 1.56 -3.65 1.24
H 1.06 -4.39 -4.62
H -0.67 -4.40 0.51
H -1.09 5.94 -3.07
H -1.17 -4.71 -3.58
H -1.80 -3.42 -1.57
H -2.29 7.08 1.45
H 3.85 3.11 1.10
H 2.65 -2.79 -3.60
H 3.87 -3.53 2.10
H 5.07 1.09 1.80
H -0.01 1.81 -2.66
H -0.30 3.82 -4.11
H 5.06 -1.38 2.17
H -2.68 -2.00 4.33
H -2.68 -4.48 4.29
H -1.67 -5.67 2.36
*
```

Taken from the natural (NBO) analysis, the atomic charges in e are: Pd 0.639; Cl -0.059; Cl -0.082; S 2.587; P 1.211; O -0.674; O -1.074; O -1.021; O -1.044; O -1.070; N -0.439; C -0.154; C -0.262; C -0.121; C -0.189; C -0.291; C -0.132; C -0.085; C -0.177; C 0.059; C 0.083; C -0.229; C -0.252; C -0.099; C -0.172; C -0.336; C -0.212; C -0.028; C -0.237; C -0.323; C -0.231; C -0.203; C -0.230; C -0.228; C -0.242; C -0.205; C 0.400; C -0.189; C -0.316; C -0.236; C -0.229; C -0.030; H 0.216; H 0.235; H 0.212; H 0.206; H 0.190; H 0.214; H 0.209; H 0.197; H 0.256; H 0.217; H 0.191; H 0.193; H 0.191; H 0.187; H 0.229; H 0.206; H 0.188; H 0.202; H 0.192; H 0.192


No. 6
Here is a molecular structure, C31H22AsEuO8S4 in a non-equilibrium geometry from the OMol25 dataset. Energies are from ωB97M-V/def2-TZVPD.

Values from the calculation:
LUMO (alpha / beta)   3.897 / 3.629 eV
Expectation value of S²   12.02
HOMO-LUMO gap (alpha / beta)   4.01 / 4.95 eV

```
! wB97M-V def2-TZVPD RIJCOSX def2/J DEFGRID3
* xyz -2 7
Eu 2.79 0.63 0.32
As -0.86 0.17 0.74
S 5.65 2.02 -1.55
S 5.49 0.01 -1.03
S 5.33 -0.36 1.00
S 4.02 3.01 -0.86
O 1.59 2.18 1.56
O 1.82 0.51 -1.97
O 0.05 1.63 6.04
O 0.69 -0.33 0.69
O 2.79 -0.01 2.59
O 2.69 -1.64 -0.61
O 1.16 -0.86 4.91
O 0.15 3.60 3.89
C -3.79 -2.73 -0.50
C -2.15 -0.30 4.67
C 1.28 0.24 -4.22
C -1.85 3.85 -2.21
C 2.01 0.69 3.31
C 1.30 0.27 4.47
C -1.62 0.56 2.46
C -1.04 -2.27 -0.67
C 1.42 1.86 2.81
C 0.58 1.51 4.96
C -1.54 -0.45 3.41
C 1.81 -0.28 -2.98
C 3.00 -3.67 -1.60
C -3.00 -3.64 -1.22
C -1.64 -3.39 -1.31
C -1.84 -1.34 0.00
C 2.22 -1.64 -2.93
C -0.68 3.02 -0.30
C -2.83 0.90 4.90
C 1.23 -0.55 -5.29
C -3.20 -1.59 0.07
C -2.26 1.75 2.74
C 0.68 2.50 3.89
C 2.21 -2.38 -4.12
C -1.33 1.76 -0.42
C 1.73 -1.89 -5.29
C -2.46 2.63 -2.40
C -2.92 1.91 3.95
C -2.20 1.61 -1.52
C 2.65 -2.21 -1.69
C -0.94 4.04 -1.20
H -2.10 -1.02 5.42
H 2.25 -4.38 -1.97
H 2.59 -3.37 -4.10
H -0.47 5.03 -1.10
H 0.02 -2.13 -0.74
H 0.98 1.28 -4.09
H -2.72 0.66 -1.67
H -3.27 1.06 5.87
H 3.88 -3.92 -2.19
H 1.75 -2.44 -6.22
H -3.89 -0.87 0.56
H -2.39 2.54 1.98
H -3.43 2.83 4.20
H -4.89 -2.89 -0.41
H -1.06 -4.10 -1.90
H -0.97 -1.35 3.17
H 0.86 -0.15 -6.21
H -3.10 2.45 -3.28
H 0.04 3.17 0.48
H -3.48 -4.51 -1.74
H -1.95 4.60 -3.02
H 3.15 -3.81 -0.52
*
```

Taken from the natural (NBO) analysis, the atomic charges in e are: Eu 1.674; As 2.016; S -0.098; S -0.106; S -0.515; S -0.593; O -0.703; O -0.724; O -0.576; O -1.125; O -0.617; O -0.603; O -0.564; O -0.599; C -0.252; C -0.215; C -0.286; C -0.204; C 0.110; C 0.368; C -0.453; C -0.178; C 0.424; C 0.353; C -0.121; C 0.458; C -0.715; C -0.213; C -0.205; C -0.413; C -0.297; C -0.125; C -0.168; C -0.185; C -0.138; C -0.167; C 0.123; C -0.143; C -0.374; C -0.332; C -0.235; C -0.214; C -0.202; C 0.587; C -0.217; H 0.219; H 0.206; H 0.189; H 0.219; H 0.266; H 0.225; H 0.212; H 0.204; H 0.222; H 0.193; H 0.210; H 0.230; H 0.213; H 0.206; H 0.213; H 0.228; H 0.187; H 0.205; H 0.260; H 0.207; H 0.200; H 0.249


No. 7
Here is a molecular structure, C31H22Cl3MoO4P in a non-equilibrium geometry from the OMol25 dataset. Energies are from ωB97M-V/def2-TZVPD.

Values from the calculation:
LUMO (alpha / beta)   -9.821 / -9.859 eV
HOMO-LUMO gap (alpha / beta)   4.55 / 4.51 eV

```
! wB97M-V def2-TZVPD RIJCOSX def2/J DEFGRID3
* xyz 2 1
Mo 0.00 0.00 0.00
Cl 0.88 -3.58 2.43
Cl 1.60 -4.10 -0.34
Cl 4.17 5.18 -1.01
P 0.00 0.00 2.48
O -1.40 -3.80 0.35
O 0.44 0.55 -4.15
O 0.00 0.00 -2.00
O -1.16 -1.62 0.00
C 1.66 2.07 -1.05
C -2.40 3.68 0.98
C 2.41 0.94 3.64
C 1.47 1.82 -2.42
C -0.67 -2.83 0.36
C 3.95 0.80 1.30
C 1.79 0.50 2.46
C 4.52 1.24 2.51
C -3.04 2.50 1.32
C -0.91 1.00 4.99
C 3.76 1.31 3.67
C -0.35 -1.34 4.89
C 0.57 0.70 -2.89
C 4.74 0.74 0.14
C 2.97 3.68 -2.91
C 2.09 0.00 0.00
C 2.88 -0.06 -1.14
C -0.88 1.48 1.89
C -0.45 -0.09 4.24
C -0.69 -1.48 6.23
C -0.26 2.68 1.53
C -1.14 -0.38 6.96
C -1.01 3.78 1.07
C -2.28 1.41 1.77
C -1.25 0.86 6.34
C 2.50 3.10 -0.61
C 4.21 0.32 -1.07
C 2.14 2.65 -3.35
C 0.77 -2.97 0.76
C 3.15 3.90 -1.55
C 2.58 0.43 1.26
H 2.44 -0.39 -2.08
H 1.99 2.47 -4.41
H -1.60 1.72 6.90
H -0.51 4.70 0.80
H -1.00 1.99 4.54
H 4.21 1.65 4.60
H -2.81 0.49 2.04
H 1.87 1.01 4.58
H -1.06 1.48 0.00
H 4.84 0.28 -1.96
H 5.79 1.03 0.18
H 3.47 4.31 -3.65
H -4.12 2.42 1.25
H 2.63 3.26 0.45
H 5.57 1.53 2.55
H 0.82 2.80 1.59
H -2.98 4.53 0.62
H 1.15 1.43 -0.33
H -0.60 -2.45 6.71
H -1.40 -0.50 8.01
H 0.00 -2.21 4.34
H 1.28 -1.99 0.71
*
```

Taken from the natural (NBO) analysis, the atomic charges in e are: Mo 1.044; Cl 0.054; Cl 0.088; Cl 0.086; P 1.073; O -0.427; O -0.490; O -0.587; O -0.557; C -0.066; C -0.076; C -0.134; C -0.205; C 0.699; C 0.000; C -0.352; C -0.097; C -0.182; C -0.212; C -0.200; C -0.205; C 0.747; C -0.113; C -0.209; C -0.208; C -0.148; C -0.443; C -0.293; C -0.176; C -0.073; C -0.140; C -0.209; C -0.143; C -0.195; C -0.228; C -0.205; C -0.108; C -0.321; C -0.022; C -0.134; H 0.255; H 0.276; H 0.248; H 0.263; H 0.217; H 0.256; H 0.265; H 0.248; H 0.265; H 0.261; H 0.251; H 0.263; H 0.270; H 0.224; H 0.248; H 0.236; H 0.265; H 0.115; H 0.249; H 0.249; H 0.239; H 0.201


| no. | DFT total energy (hartree) |
| --- | --- |
| 1 | -5360.03663 |
| 2 | -7095.84188 |
| 3 | -4111.08042 |
| 4 | -4217.18232 |
| 5 | -3412.24280 |
| 6 | -6335.35916 |
| 7 | -3284.79134 |